(1)
{"formula": "C22H23FO3Si", "method": "ωB97M-V/def2-TZVPD", "elements": ["Si", "F", "O", "O", "O", "C", "C", "C", "C", "C", "C", "C", "C", "C", "C", "C", "C", "C", "C", "C", "C", "C", "C", "C", "C", "C", "C", "H", "H", "H", "H", "H", "H", "H", "H", "H", "H", "H", "H", "H", "H", "H", "H", "H", "H", "H", "H", "H", "H", "H"], "xyz": [[-6.429, 1.080, 2.999], [8.640, -1.531, -4.243], [1.404, -1.542, -1.314], [2.321, -0.263, 0.448], [1.712, 0.855, -1.525], [1.344, -0.260, -0.627], [5.075, -0.829, -2.249], [-0.999, -1.001, -0.021], [-1.690, 1.523, 0.777], [7.521, -1.344, -3.503], [-0.074, 0.009, -0.117], [2.700, -1.740, -1.888], [-7.870, 1.179, 1.805], [-6.030, 2.687, 3.909], [-6.733, -0.350, 4.124], [-4.945, 0.815, 2.063], [7.231, -0.091, -3.023], [6.033, 0.167, -2.396], [6.586, -2.376, -3.338], [3.671, -0.458, -0.041], [-2.233, -0.783, 0.536], [-0.464, 1.295, 0.230], [3.686, -0.575, -1.586], [-3.869, 0.639, 1.531], [-2.621, 0.488, 0.938], [5.417, -2.105, -2.669], [2.988, 0.712, -2.101], [-8.148, 0.190, 1.476], [2.846, 0.716, -3.207], [-2.881, -1.605, 0.586], [-5.828, -0.423, 4.734], [7.946, 0.689, -3.177], [-6.761, 2.792, 4.690], [4.304, 0.392, 0.295], [-0.833, -2.004, -0.405], [2.525, -1.829, -2.970], [-1.967, 2.537, 1.079], [-6.072, 3.532, 3.221], [4.729, -2.910, -2.507], [-7.544, -0.250, 4.839], [3.042, -2.702, -1.489], [3.612, 1.596, -1.840], [4.020, -1.412, 0.422], [5.759, 1.148, -2.066], [-8.734, 1.582, 2.264], [0.209, 2.117, 0.050], [6.803, -3.379, -3.700], [-7.565, 1.776, 0.955], [-5.062, 2.586, 4.365], [-6.775, -1.338, 3.666]], "forces_ev_per_a": [[-1.248, 0.547, 0.097], [-0.359, -0.088, 0.515], [-0.062, 2.453, 1.045], [-1.004, 0.084, -1.291], [-1.134, -1.594, 1.269], [1.358, 0.197, -0.711], [-0.757, 0.087, 1.017], [0.186, -1.076, -0.208], [-1.219, 0.772, 0.380], [-0.959, -0.656, -0.411], [1.173, -0.134, -0.529], [-0.101, -0.108, -0.463], [1.073, -0.061, 0.004], [-0.730, -0.821, -0.532], [0.924, -0.428, 0.890], [1.579, -0.705, -0.945], [0.533, 0.279, -0.094], [-1.019, -0.276, 0.053], [1.387, 0.059, -0.235], [0.378, -0.392, 0.143], [0.356, 0.876, -0.390], [0.912, -0.027, -0.122], [-0.650, -0.259, -0.153], [-1.722, 0.812, 0.809], [1.611, -0.572, -0.336], [-0.378, -0.063, -0.109], [0.965, 0.079, -0.630], [0.103, -0.418, -0.250], [0.336, -0.213, 0.572], [-1.040, -0.845, 0.236], [0.073, 0.039, 0.226], [0.308, 0.385, -0.045], [-0.407, 0.437, 0.485], [-0.381, -0.486, -0.083], [0.501, 0.223, 0.167], [0.359, -0.065, 0.128], [0.044, -0.341, -0.127], [0.098, 0.024, 0.133], [-0.155, -0.329, -0.086], [-0.289, 0.129, -0.112], [0.177, 0.207, -0.093], [-0.404, -0.392, -0.088], [0.057, 0.708, -0.330], [0.304, 0.522, 0.100], [-0.960, 0.691, 0.471], [0.174, 0.079, 0.142], [-0.013, 0.239, 0.035], [-0.200, 0.169, -0.287], [0.522, 0.123, 0.124], [-0.300, 0.131, -0.380]], "lowdin_charge": [0.42, 0.06, -0.02, -0.01, -0.03, -0.35, -0.14, -0.01, -0.01, -0.26, -0.09, -0.12, -0.18, -0.17, -0.19, -0.05, -0.01, -0.02, 0.01, -0.08, -0.01, -0.01, -0.31, -0.04, -0.24, -0.03, -0.13, 0.03, 0.15, 0.11, 0.03, 0.12, 0.02, 0.14, 0.13, 0.14, 0.13, 0.04, 0.10, 0.03, 0.13, 0.13, 0.15, 0.11, 0.01, 0.12, 0.12, 0.03, 0.02, 0.04], "e_lumo_ev": 0.56, "charge": 0, "homo_ev": -8.659}

(2)
{"formula": "C22H23IrN6O6S", "method": "ωB97M-V/def2-TZVPD", "elements": ["Ir", "S", "O", "O", "O", "O", "O", "O", "N", "N", "N", "N", "N", "N", "C", "C", "C", "C", "C", "C", "C", "C", "C", "C", "C", "C", "C", "C", "C", "C", "C", "C", "C", "C", "C", "C", "H", "H", "H", "H", "H", "H", "H", "H", "H", "H", "H", "H", "H", "H", "H", "H", "H", "H", "H", "H", "H", "H", "H"], "xyz": [[-0.039, -0.533, -0.113], [0.656, -2.666, 0.275], [-3.210, -3.079, -5.302], [-2.154, 1.169, 2.782], [-1.352, 5.544, 1.502], [-2.183, 4.002, 2.868], [1.452, 0.229, 1.022], [-1.261, -0.327, 1.401], [1.909, -1.520, 2.455], [-0.196, 2.536, -1.045], [-0.586, 1.470, -0.334], [-1.078, -3.588, -4.915], [-1.601, -1.197, -1.322], [1.821, -3.796, 2.303], [-1.134, 3.347, 0.778], [1.898, -4.245, 4.770], [-2.190, -3.034, -4.529], [1.986, -0.202, 2.069], [-1.567, 0.930, 1.765], [-1.143, 1.952, 0.779], [3.026, 2.957, 3.719], [4.301, 1.144, 4.690], [-0.525, 3.677, -0.423], [-2.870, -0.919, -0.968], [-2.435, -2.301, -3.261], [1.218, -2.970, 5.251], [2.682, -4.084, 3.474], [-3.961, -1.303, -1.727], [2.698, 0.700, 2.948], [-1.580, 4.400, 1.760], [3.665, 0.245, 3.859], [3.975, 2.496, 4.625], [-1.386, -1.884, -2.452], [1.523, -2.639, 1.773], [2.395, 2.068, 2.875], [-3.751, -2.002, -2.897], [1.165, -5.046, 4.649], [2.610, -4.595, 5.518], [3.435, -3.296, 3.544], [2.196, -1.682, 3.416], [-4.959, -1.056, -1.393], [0.722, -3.138, 6.205], [2.782, 4.010, 3.679], [3.972, -0.794, 3.887], [1.651, 2.416, 2.171], [-2.288, 3.035, 2.938], [-0.349, -2.077, -2.699], [-0.259, -3.604, -4.325], [-0.323, 4.651, -0.842], [-3.002, -0.390, -0.037], [1.943, -2.166, 5.423], [5.059, 0.801, 5.379], [1.431, -4.606, 1.834], [-4.593, -2.316, -3.503], [0.237, 2.434, -1.951], [3.213, -5.001, 3.223], [0.445, -2.622, 4.559], [-1.007, -4.059, -5.812], [4.472, 3.196, 5.283]], "forces_ev_per_a": [[0.040, 0.102, 0.009], [0.025, -0.102, 0.035], [-0.101, -0.012, -0.105], [0.019, -0.011, -0.008], [-0.004, 0.000, -0.002], [0.010, 0.000, -0.001], [-0.049, 0.041, -0.084], [-0.010, 0.043, 0.009], [0.011, 0.025, 0.018], [-0.044, 0.003, -0.025], [0.039, 0.012, 0.014], [0.011, 0.000, 0.087], [-0.027, -0.041, -0.028], [0.003, -0.007, -0.015], [-0.011, 0.021, -0.033], [0.000, -0.006, 0.019], [0.091, 0.059, 0.013], [0.009, -0.039, 0.042], [-0.012, 0.007, -0.010], [0.019, -0.012, 0.033], [0.005, 0.004, 0.005], [0.000, 0.002, -0.001], [0.009, -0.008, 0.033], [-0.047, -0.034, -0.006], [0.037, -0.042, -0.030], [-0.012, 0.001, -0.003], [0.003, -0.003, -0.013], [0.031, 0.012, 0.013], [0.021, 0.011, 0.021], [0.006, -0.007, 0.007], [-0.009, 0.006, -0.011], [-0.001, 0.001, -0.001], [0.035, 0.107, 0.018], [0.003, -0.029, -0.025], [-0.002, -0.010, -0.001], [-0.068, -0.043, -0.005], [0.002, -0.001, 0.001], [-0.007, 0.000, 0.006], [0.005, -0.014, 0.001], [0.001, 0.008, 0.002], [0.001, 0.003, 0.001], [0.000, 0.001, 0.002], [-0.001, -0.001, 0.000], [-0.002, -0.005, 0.002], [-0.001, 0.001, 0.000], [-0.016, 0.005, -0.005], [0.002, 0.011, -0.016], [-0.020, -0.066, 0.048], [-0.006, -0.002, -0.002], [-0.005, -0.001, 0.000], [0.000, 0.002, 0.003], [0.000, -0.001, 0.000], [-0.002, 0.000, -0.001], [0.021, -0.016, 0.005], [0.017, 0.001, 0.013], [0.007, 0.000, 0.001], [0.008, -0.003, 0.007], [-0.032, 0.028, -0.037], [0.000, 0.000, 0.000]], "lowdin_spin": [0.00, 0.00, 0.84, 0.00, 0.00, 0.00, 0.00, 0.00, 0.00, 0.00, 0.00, 0.01, 0.00, 0.00, 0.00, 0.00, 0.08, 0.00, 0.00, 0.00, 0.00, 0.00, 0.00, 0.00, 0.04, 0.00, 0.00, 0.00, 0.00, 0.00, 0.00, 0.00, 0.01, 0.00, 0.00, 0.01, 0.00, 0.00, 0.00, 0.00, 0.00, 0.00, 0.00, 0.00, 0.00, 0.00, 0.00, 0.00, 0.00, 0.00, 0.00, 0.00, 0.00, 0.00, 0.00, 0.00, 0.00, 0.00, 0.00], "e_lumo_ev": [-10.10, -13.27], "multiplicity": 2, "s2": 0.7547, "charge": 3, "homo_ev": [-17.147, -17.147]}

(3)
{"formula": "C22H23N3O4S", "method": "ωB97M-V/def2-TZVPD", "elements": ["S", "O", "O", "O", "O", "N", "N", "N", "C", "C", "C", "C", "C", "C", "C", "C", "C", "C", "C", "C", "C", "C", "C", "C", "C", "C", "C", "C", "C", "C", "H", "H", "H", "H", "H", "H", "H", "H", "H", "H", "H", "H", "H", "H", "H", "H", "H", "H", "H", "H", "H", "H", "H"], "xyz": [[-2.452, 1.126, 1.277], [2.623, 2.516, -1.387], [-2.265, -0.114, 1.975], [-2.816, 2.291, 2.035], [4.560, -0.505, -1.275], [0.759, -2.804, 1.443], [-3.618, 0.953, 0.086], [3.887, 0.858, 0.399], [-0.964, 1.505, 0.368], [4.102, -0.115, 1.459], [-5.305, -0.401, -1.057], [0.606, 3.134, -0.391], [3.005, -2.288, 0.825], [-0.589, 2.829, 0.225], [3.515, 1.554, -1.903], [1.888, -3.108, 0.826], [-0.176, 0.489, -0.128], [-0.779, -2.262, -2.346], [4.035, 0.519, -0.896], [1.757, -0.763, 2.164], [2.942, -1.081, 1.512], [-2.349, -2.271, -0.532], [1.426, 2.111, -0.878], [-1.318, -1.068, -2.800], [1.014, 0.785, -0.771], [-1.296, -2.862, -1.211], [0.697, -1.658, 2.100], [-2.892, -1.075, -0.980], [-2.366, -0.477, -2.119], [-4.021, -0.414, -0.230], [-5.159, 0.170, -1.970], [-0.916, -0.595, -3.684], [1.896, -4.055, 0.303], [-4.395, 1.561, 0.295], [3.372, 1.694, 0.629], [3.898, -2.567, 0.289], [5.023, -0.654, 1.227], [-2.736, -2.732, 0.364], [-5.576, -1.420, -1.322], [1.615, -0.024, -1.154], [0.941, 4.154, -0.497], [-1.229, 3.597, 0.629], [-0.478, -0.534, 0.014], [-2.773, 0.463, -2.460], [0.044, -2.720, -2.875], [3.075, 1.008, -2.747], [-0.874, -3.783, -0.841], [4.369, 2.128, -2.277], [1.653, 0.164, 2.709], [-6.120, 0.042, -0.490], [-4.194, -0.970, 0.702], [-0.250, -1.434, 2.572], [4.213, 0.423, 2.401]], "forces_ev_per_a": [[0.062, 0.443, -0.116], [-0.028, 0.151, 0.168], [0.025, -0.143, -0.349], [-0.041, 0.131, -0.301], [0.090, -0.299, -0.174], [-0.446, -0.381, 0.005], [0.248, 0.217, 0.523], [0.083, 0.287, 0.336], [-0.446, -0.259, 0.387], [0.050, -0.187, -0.147], [0.223, 0.148, 0.213], [0.161, -0.104, -0.100], [-0.084, 0.076, 0.092], [0.027, 0.143, 0.024], [0.156, -0.285, -0.272], [0.287, -0.030, -0.140], [-0.015, 0.040, 0.020], [0.067, -0.061, -0.003], [-0.157, 0.617, -0.046], [0.139, -0.226, -0.030], [-0.035, -0.093, 0.084], [-0.097, 0.088, -0.060], [-0.449, -0.052, 0.129], [-0.071, 0.064, -0.104], [0.165, 0.179, -0.181], [0.042, -0.091, -0.041], [0.093, 0.331, 0.235], [0.032, -0.288, -0.079], [-0.079, -0.102, -0.046], [-0.033, -0.562, -0.020], [-0.016, 0.045, -0.129], [0.043, 0.048, -0.064], [0.088, -0.078, -0.081], [-0.068, 0.209, 0.172], [0.031, -0.050, -0.133], [0.089, -0.035, -0.062], [-0.070, 0.086, 0.157], [-0.034, -0.035, 0.154], [-0.022, -0.046, -0.009], [0.054, -0.115, -0.023], [0.014, 0.126, 0.006], [-0.005, 0.173, 0.026], [0.027, -0.193, -0.078], [-0.014, 0.139, -0.035], [0.078, -0.042, -0.042], [0.049, 0.019, 0.150], [0.051, -0.073, 0.055], [-0.101, -0.153, 0.041], [-0.038, 0.130, 0.069], [-0.137, 0.043, 0.040], [-0.003, 0.017, -0.240], [-0.025, 0.086, 0.084], [0.038, -0.053, -0.066]], "lowdin_charge": [0.67, -0.04, -0.28, -0.29, 0.08, 0.07, -0.08, 0.10, -0.26, -0.11, -0.03, 0.02, -0.02, -0.04, -0.08, -0.14, -0.06, -0.09, -0.50, -0.02, -0.21, -0.04, -0.26, -0.08, 0.01, -0.09, -0.15, -0.23, -0.05, -0.39, 0.08, 0.11, 0.10, 0.11, 0.14, 0.11, 0.13, 0.12, 0.09, 0.12, 0.12, 0.11, 0.09, 0.12, 0.10, 0.14, 0.10, 0.14, 0.12, 0.08, 0.14, 0.10, 0.13], "e_lumo_ev": 0.57, "charge": 0, "homo_ev": -9.072}

(4)
{"formula": "C22H23N3O5S", "method": "ωB97M-V/def2-TZVPD", "elements": ["S", "O", "O", "O", "O", "O", "N", "N", "N", "C", "C", "C", "C", "C", "C", "C", "C", "C", "C", "C", "C", "C", "C", "C", "C", "C", "C", "C", "C", "C", "C", "H", "H", "H", "H", "H", "H", "H", "H", "H", "H", "H", "H", "H", "H", "H", "H", "H", "H", "H", "H", "H", "H", "H"], "xyz": [[-4.212, 0.726, 0.951], [0.612, -0.794, 0.464], [7.315, -0.292, 0.284], [-4.226, 1.007, 2.356], [-1.981, -2.776, 1.109], [-5.390, 1.022, 0.193], [3.285, -1.227, 0.126], [-3.848, -0.899, 0.820], [0.832, 1.399, -0.165], [-0.497, 1.803, -0.272], [-0.856, -3.583, 1.361], [3.838, 0.933, 0.202], [5.022, 0.142, 0.149], [6.434, 0.520, 0.079], [-1.815, -2.270, -2.543], [-2.832, 1.579, 0.173], [1.314, 0.166, 0.189], [-2.076, 3.385, -1.184], [5.439, -2.432, 0.059], [-0.777, 2.942, -1.030], [6.775, 1.940, -0.313], [-3.119, 2.692, -0.590], [-1.508, -2.787, -1.292], [-3.195, -1.371, -0.319], [3.743, 2.410, 0.394], [-1.541, 1.128, 0.357], [-2.809, -1.323, -2.686], [-3.501, -0.872, -1.573], [4.622, -1.200, 0.115], [2.771, 0.048, 0.169], [-2.191, -2.347, -0.172], [1.504, 2.043, -0.556], [-4.281, -0.133, -1.658], [6.095, 2.320, -1.069], [4.591, 2.770, 0.967], [-0.727, -3.524, -1.202], [5.847, -2.653, 1.045], [-4.147, 2.992, -0.708], [-2.276, 4.266, -1.775], [0.058, -3.069, 1.054], [-3.049, -0.928, -3.661], [6.728, 2.581, 0.565], [4.840, -3.277, -0.275], [6.289, -2.289, -0.605], [-1.339, 0.263, 0.963], [-0.843, -3.741, 2.438], [-0.932, -4.551, 0.856], [0.035, 3.476, -1.504], [-1.268, -2.620, -3.406], [2.840, 2.666, 0.946], [-3.490, -1.291, 1.678], [2.692, -2.043, 0.113], [7.796, 1.960, -0.687], [3.736, 2.942, -0.560]], "forces_ev_per_a": [[0.025, -0.084, 0.449], [-0.118, -0.057, 0.040], [0.121, -0.032, 0.036], [0.235, -0.144, 0.018], [-0.350, 0.362, -0.234], [0.234, -0.069, -0.303], [-0.133, -0.040, -0.013], [-0.118, 0.715, 0.391], [0.437, 0.061, 0.002], [-0.639, 0.029, 0.057], [0.286, -0.170, 0.090], [-0.391, -0.268, -0.013], [-0.292, -0.573, 0.067], [-0.017, 0.263, -0.081], [-0.020, 0.025, -0.083], [-0.403, -0.103, 0.097], [0.027, 0.196, -0.083], [0.018, -0.052, 0.106], [0.076, -0.116, 0.016], [0.009, -0.119, 0.059], [0.270, -0.141, -0.002], [-0.196, 0.031, -0.036], [0.019, -0.076, 0.197], [0.233, -0.424, -0.617], [-0.006, 0.021, -0.024], [0.273, -0.043, 0.100], [0.056, 0.041, -0.057], [0.068, -0.252, -0.012], [0.238, 0.260, -0.027], [0.439, 0.233, 0.043], [-0.222, 0.177, -0.033], [-0.051, -0.162, 0.080], [-0.106, 0.042, -0.108], [-0.089, 0.105, -0.040], [-0.029, 0.107, 0.006], [0.070, -0.065, 0.064], [0.055, -0.050, -0.001], [-0.104, 0.096, -0.097], [-0.022, 0.067, -0.048], [-0.036, -0.042, 0.010], [-0.027, 0.036, -0.087], [-0.041, 0.101, 0.054], [-0.034, -0.083, -0.022], [-0.015, -0.069, 0.004], [0.048, -0.119, 0.019], [0.041, -0.030, -0.080], [-0.033, 0.049, 0.018], [0.087, 0.040, -0.075], [0.034, -0.037, -0.068], [0.004, 0.085, 0.019], [0.000, 0.132, 0.223], [0.066, 0.038, -0.003], [0.009, -0.018, 0.006], [0.014, 0.128, -0.022]], "lowdin_charge": [0.67, 0.07, 0.07, -0.28, -0.09, -0.28, 0.15, -0.03, 0.15, -0.19, -0.08, -0.15, -0.07, -0.40, -0.09, -0.26, -0.38, -0.06, -0.01, -0.01, -0.01, -0.06, -0.02, -0.25, -0.04, 0.02, -0.08, -0.03, -0.22, -0.13, -0.23, 0.12, 0.11, 0.08, 0.07, 0.11, 0.10, 0.11, 0.11, 0.07, 0.10, 0.08, 0.08, 0.08, 0.12, 0.10, 0.10, 0.11, 0.10, 0.08, 0.12, 0.17, 0.09, 0.09], "e_lumo_ev": 0.30, "charge": 0, "homo_ev": -8.261}

Total energy in eV, matching the order above: -39923.4149, -58060.9265, -46683.1652, -48730.9063
ΔE to the lowest compared entry with this formula, charge and spin in kJ/mol, matching the order above: 0.0, 0.0, 150.1, 137.0